No. 1
DFT (ωB97M-V with the def2-TZVPD basis set) results for a 9-piece molecular cluster, C18H36Cl18 overall.

CARTESIAN COORDINATES (ANGSTROEM)
Cl 6.0098 -0.8372 2.5314
C 5.0997 -1.0275 0.9833
C 4.6069 -2.4404 0.9089
Cl 3.4682 -2.8736 2.2146
H 5.7913 -0.8582 0.1638
H 4.2804 -0.2799 0.9854
H 5.4656 -3.0588 1.1110
H 4.0772 -2.6395 -0.0128
Cl 0.1873 -0.8526 6.1324
C 0.3404 -1.7849 4.6085
C -0.9375 -2.5152 4.3146
Cl -0.9275 -3.1911 2.6698
H 1.2165 -2.4670 4.7884
H 0.5872 -1.0903 3.7908
H -1.7970 -1.8418 4.4336
H -1.0543 -3.3736 4.9834
Cl 0.2995 -2.4274 -5.0263
C 1.8094 -2.4917 -4.0015
C 1.8704 -3.7021 -3.1044
Cl 2.1900 -5.2080 -3.9669
H 1.8932 -1.6740 -3.2826
H 2.6598 -2.4512 -4.6756
H 0.9814 -3.8039 -2.5007
H 2.6575 -3.5151 -2.3637
Cl -2.7088 6.0462 -0.8769
C -3.2877 5.1035 -2.2445
C -3.1802 3.6493 -2.1336
Cl -1.5270 3.0276 -2.5882
H -2.7342 5.5161 -3.0741
H -4.3443 5.4004 -2.2691
H -3.8771 3.2154 -2.8650
H -3.3808 3.3069 -1.1526
Cl -5.2290 -2.4908 0.0633
C -4.2883 -1.6350 -1.1905
C -2.8714 -2.2062 -1.1391
Cl -1.9261 -1.3070 -2.3520
H -4.2657 -0.5638 -0.9305
H -4.8319 -1.8690 -2.1014
H -2.8285 -3.2906 -1.3238
H -2.4246 -2.0547 -0.1502
Cl 1.6446 3.2186 -6.7363
C 0.1352 2.5244 -6.0178
C 0.5312 1.1629 -5.5694
Cl 1.7053 1.2539 -4.1625
H -0.5841 2.5367 -6.8658
H -0.1602 3.1309 -5.1631
H 1.0269 0.6033 -6.4110
H -0.3679 0.6210 -5.2245
Cl -5.7267 1.5871 0.6089
C -4.8372 0.7952 1.8777
C -5.7578 -0.0188 2.6778
Cl -4.7981 -1.1474 3.7166
H -4.2574 1.4805 2.4957
H -4.1013 0.1369 1.4222
H -6.3711 -0.6492 2.0497
H -6.3644 0.5908 3.3743
Cl 2.8496 1.0026 3.7297
C 4.0783 0.5843 4.9125
C 5.1688 1.6659 4.9095
Cl 4.5156 3.2423 5.4856
H 4.4961 -0.3128 4.4759
H 3.5946 0.5035 5.8527
H 5.6251 1.8222 3.9303
H 5.9736 1.4009 5.5696
Cl 1.5130 -0.7834 -0.3727
C 0.7954 0.8944 -0.7492
C 0.5036 1.6109 0.5482
Cl -0.8224 0.8221 1.3487
H -0.0936 0.6430 -1.3055
H 1.5116 1.4578 -1.2859
H 0.1121 2.5988 0.3148
H 1.3920 1.5773 1.2059

Forces on atoms 1 to 2 (eV/Å):
0.1 0.2 -0.5
-0.7 0.6 0.5

Calculated values
charge	0
structure (SMILES)	ClCCCl.ClCCCl.ClCCCl.ClCCCl.ClCCCl.ClCCCl.ClCCCl.ClCCCl.ClCCCl
energy relative to the best compared isomer or geometry (same formula, charge and spin)	19.6	kcal/mol
lowest unoccupied orbital energy	0.261	eV

Here is what Mulliken gives for the atomic charges, in e:
1. Cl -0.2180
2. C -0.1080
3. C -0.3082
4. Cl -0.1180
5. H 0.3624
6. H 0.0167
7. H 0.4423
8. H -0.0545
9. Cl -0.2146
10. C -0.0363
11. C -0.3206
12. Cl -0.1765
13. H 0.2172
14. H 0.0052
15. H 0.1457
16. H 0.3717
17. Cl -0.2006
18. C -0.0954
19. C -0.1225
20. Cl -0.2031
21. H -0.0544
22. H 0.4087
23. H 0.2547
24. H 0.0115
25. Cl -0.1968
26. C -0.4054
27. C -0.3990
28. Cl -0.1366
29. H 0.3164
30. H 0.3057
31. H 0.2754
32. H 0.2414
33. Cl -0.2117
34. C -0.2276
35. C -0.3472
36. Cl -0.1157
37. H 0.0780
38. H 0.3905
39. H 0.3630
40. H 0.0885
41. Cl -0.2061
42. C -0.2207
43. C -0.4550
44. Cl -0.1697
45. H 0.3493
46. H 0.1259
47. H 0.4037
48. H 0.1714
49. Cl -0.1989
50. C -0.0107
51. C -0.5362
52. Cl -0.1822
53. H 0.3640
54. H -0.1230
55. H 0.3102
56. H 0.3637
57. Cl -0.0770
58. C -0.4381
59. C -0.4612
60. Cl -0.2015
61. H 0.1044
62. H 0.3916
63. H 0.2662
64. H 0.3999
65. Cl -0.0831
66. C -0.2892
67. C -0.1658
68. Cl -0.1093
69. H 0.0283
70. H 0.2467
71. H 0.3518
72. H 0.0265


No. 2
DFT (ωB97M-V with the def2-TZVPD basis set) results for C23H18N7Pd as an isolated structure.

CARTESIAN COORDINATES (ANGSTROEM)
Pd -1.1453 0.1570 -1.3144
C -2.1239 -4.0559 -2.5350
C -0.9543 -4.8223 -2.2642
C 0.0662 -4.1071 -1.7062
C 0.0214 -2.7609 -1.4378
N -1.1196 -2.0309 -1.6166
C -2.1081 -2.6928 -2.2766
N 1.1104 -2.2590 -0.7703
C 1.4385 -1.0600 -0.6337
N 0.9012 0.0089 -1.3347
C 1.5901 1.1602 -0.9711
N 1.3749 2.4109 -1.1953
C 0.2344 2.9561 -1.6787
C 0.3292 4.2365 -2.1294
C -0.8909 4.9241 -2.5264
C -2.0185 4.1566 -2.6098
C -2.0587 2.9084 -2.0629
N -0.9543 2.2802 -1.6899
C 2.6260 0.7983 0.0254
C 3.6004 1.5497 0.7177
C 4.2782 0.9404 1.7285
C 3.9752 -0.3849 2.0592
C 3.0545 -1.1236 1.4016
C 2.4087 -0.5578 0.3306
H -3.0643 -4.2983 -2.9276
H -0.9828 -5.8769 -2.3792
H 0.9995 -4.5996 -1.4104
H -3.0960 -2.1335 -2.4367
H 1.2466 4.7230 -2.0282
H -0.9752 5.9026 -2.9045
H -3.0015 4.6246 -2.8534
H -3.0335 2.3820 -1.9706
H 3.6771 2.6001 0.4943
H 4.9977 1.5290 2.2806
H 4.4657 -0.8190 2.9317
H 2.8611 -2.1574 1.6851
N -1.1588 -0.6288 4.7750
C -1.3034 -0.4736 3.4147
C -1.2050 0.7716 2.8895
C -1.3191 0.9683 1.5416
N -1.5022 -0.0544 0.7290
C -1.7192 -1.2825 1.2697
C -1.5846 -1.5480 2.5767
H -0.8520 0.2613 5.3016
H -1.4273 -1.3694 5.3273
H -0.9333 1.6111 3.5529
H -1.2190 1.9207 1.0505
H -1.8412 -2.1164 0.6186
H -1.6650 -2.5687 2.9617

Forces on atoms 1 to 2 (eV/Å):
0.1 -0.3 -0.8
1.6 1.4 0.3

Calculated values
multiplicity	3
charge	+1
⟨S²⟩	2.007
lowest unoccupied orbital energy (alpha / beta)	-3.273 / -4.276	eV

Here is what Mulliken gives for the atomic charges, in e:
1. Pd 0.3234
2. C -0.5164
3. C -0.7093
4. C -0.0444
5. C 0.0056
6. N 0.2774
7. C -0.2394
8. N -0.4796
9. C 0.3575
10. N -0.4979
11. C 0.1492
12. N -0.4688
13. C 0.1222
14. C -0.3281
15. C -0.5263
16. C -0.5756
17. C -0.0576
18. N 0.0934
19. C 0.2505
20. C -0.3583
21. C -0.5324
22. C -0.5075
23. C -0.5468
24. C 0.6611
25. H 0.4196
26. H 0.4455
27. H 0.4389
28. H 0.2344
29. H 0.5065
30. H 0.4459
31. H 0.3061
32. H 0.3505
33. H 0.5094
34. H 0.4107
35. H 0.3889
36. H 0.5034
37. N -0.4827
38. C 1.4334
39. C -0.8027
40. C -0.5385
41. N 0.0350
42. C -0.4224
43. C -0.9611
44. H 0.2019
45. H 0.1877
46. H 0.2383
47. H 0.4654
48. H 0.4620
49. H 0.3721


No. 3
DFT (ωB97M-V with the def2-TZVPD basis set) results for a 11-piece molecular cluster, C6H35NO11 overall.

CARTESIAN COORDINATES (ANGSTROEM)
C -1.1017 1.4292 2.6407
C -0.0287 0.9696 1.6845
O 0.3328 -0.3834 2.1082
C -0.6164 0.8737 0.2574
C 0.1008 -0.2098 -0.5715
N -0.5169 -0.4613 -1.8666
C -0.3129 0.6829 -2.7731
C -0.2329 -1.7157 -2.5248
H -0.6937 1.4441 3.6509
H -1.5381 2.3953 2.3559
H -2.0105 0.8219 2.5996
H 0.8950 1.5097 1.8775
H -0.3830 -0.7510 2.6373
H -1.6743 0.6508 0.3436
H -0.4556 1.7704 -0.3417
H 1.1453 0.0904 -0.6438
H -0.0101 -1.1442 -0.0249
H -1.1972 1.2938 -2.9665
H 0.2488 0.3624 -3.6495
H 0.3683 1.4264 -2.3362
H -0.8620 -2.5660 -2.2448
H 0.8249 -1.9858 -2.5527
H -0.6510 -1.5980 -3.5275
O 4.5558 -1.8021 -2.3296
H 5.1926 -1.3751 -1.7620
H 3.7216 -1.9300 -1.9060
O 2.2674 3.5147 -1.7767
H 2.8591 3.2601 -1.0646
H 1.9324 2.6944 -2.1522
O -4.2598 0.7884 2.4511
H -3.8938 1.5414 2.9258
H -4.3577 1.1160 1.5488
O 4.5980 -0.0938 0.4579
H 4.0255 -0.2926 1.2176
H 5.5197 -0.3182 0.5920
O 3.6517 0.6655 -2.0975
H 4.4411 0.9213 -2.5899
H 3.9896 0.8309 -1.1992
O -3.4185 2.6139 0.0856
H -2.7853 1.9234 -0.1503
H -4.0767 2.5261 -0.6158
O -3.1783 -0.6247 -0.8701
H -2.2941 -0.5093 -1.2756
H -3.7744 -1.2596 -1.2661
O -3.1220 -1.9191 1.6472
H -2.6305 -1.6782 0.8587
H -3.4818 -1.1395 2.0846
O -1.1144 -2.9883 3.1780
H -1.0158 -3.9056 2.9313
H -1.8197 -2.6853 2.5673
O 2.5565 -1.4008 1.3208
H 2.1923 -1.2850 2.1970
H 2.0884 -2.0944 0.8597

Forces on atoms 1 to 2 (eV/Å):
-0.5 0.8 0.0
-0.9 -1.7 0.5

Calculated values
charge	0
structure (SMILES)	C[C@@H](O)CCN(C)C.O.O.O.O.O.O.O.O.O.O
energy relative to the best compared isomer or geometry (same formula, charge and spin)	68.3	kcal/mol
lowest unoccupied orbital energy	0.251	eV

Here is what Mulliken gives for the atomic charges, in e:
1. C -1.4311
2. C -0.1388
3. O -0.2978
4. C 0.3382
5. C -0.8633
6. N 0.3809
7. C -0.6449
8. C -1.1431
9. H 0.4133
10. H 0.4642
11. H 0.2315
12. H 0.3376
13. H 0.1882
14. H -0.9286
15. H 0.7586
16. H 0.4016
17. H 0.5125
18. H 0.2331
19. H 0.3619
20. H -0.1220
21. H 0.2677
22. H 0.2544
23. H 0.4776
24. O -0.5974
25. H 0.2840
26. H 0.3024
27. O -0.6444
28. H 0.3106
29. H 0.3308
30. O -0.6959
31. H 0.3382
32. H 0.3415
33. O -0.5932
34. H 0.3369
35. H 0.2548
36. O -0.5252
37. H 0.2665
38. H 0.2825
39. O -0.6557
40. H 0.4302
41. H 0.3222
42. O -0.6643
43. H 0.4044
44. H 0.2422
45. O -0.7771
46. H 0.3686
47. H 0.2804
48. O -0.6381
49. H 0.3046
50. H 0.4159
51. O -0.5965
52. H 0.3027
53. H 0.2170


No. 4
DFT (ωB97M-V with the def2-TZVPD basis set) results for a 2-piece molecular cluster, C3H12N3O overall.

CARTESIAN COORDINATES (ANGSTROEM)
O 2.2031 1.3655 0.7491
C 1.8907 1.5431 -0.4308
C 1.3465 0.4538 -1.3101
N 0.9505 -0.6874 -0.4693
H 2.0277 2.5707 -0.9422
H 0.4497 0.7596 -1.8969
H 2.1032 0.2077 -1.9905
H 0.9927 -1.5686 -0.9840
H 1.5923 -0.6233 0.3453
H -0.0622 -0.5250 -0.1236
N -2.1693 -2.0142 0.4931
C -2.4043 -0.6015 0.7202
N -1.3239 0.3215 0.3202
H -1.8674 -2.2890 -0.4811
H -1.4760 -2.3515 1.1578
H -3.3354 -0.2504 0.2545
H -2.5893 -0.4877 1.8077
H -1.1279 0.9932 1.0675
H -1.5304 0.9283 -0.4908

Forces on atoms 1 to 2 (eV/Å):
-0.9 0.0 -2.7
0.8 1.7 1.8

Calculated values
charge	+1
energy relative to the best compared isomer or geometry (same formula, charge and spin)	57.4	kcal/mol
lowest unoccupied orbital energy	-3.541	eV

Here is what Mulliken gives for the atomic charges, in e:
1. O -0.4617
2. C 0.2361
3. C -0.6851
4. N -0.2398
5. H 0.3425
6. H 0.3174
7. H 0.4294
8. H 0.3818
9. H 0.3770
10. H 0.1707
11. N -0.5661
12. C -0.4996
13. N -0.6338
14. H 0.2310
15. H 0.2703
16. H 0.3836
17. H 0.3562
18. H 0.2722
19. H 0.3179